Entry 1:
22 unconnected molecules or ions with the total composition C12H55BClNO22 at a distorted geometry. Source: the OMol25 dataset; level of theory: ωB97M-V/def2-TZVPD.

Its net charge is 0. For the orbital gap, the calculation gives 8.3 eV. The calculation puts the HOMO energy at -8.675 eV.

Each line ends with the Löwdin charge.
Atoms and positions in Å:
C: -5.750 -4.083 -0.043  0.065
C: -4.469 -4.273 -0.294  -0.119
C: -2.914 -4.375 -0.775  -0.155
B: -1.992 -5.090 0.401  -0.626
Cl: -1.057 -6.639 0.019  0.647
C: -1.965 -4.404 1.898  -0.157
C: -0.686 -3.393 2.096  -0.110
C: -1.050 -2.341 3.260  -0.298
O: -2.034 -2.642 4.043  0.021
N: -0.339 -1.072 3.573  0.058
C: 0.099 -0.313 2.375  -0.205
C: 1.486 0.477 2.489  -0.025
C: 2.064 1.349 1.309  -0.064
C: 1.265 1.439 -0.054  -0.053
C: -0.127 0.685 -0.235  -0.027
C: -0.676 -0.162 1.014  -0.029
H: -6.894 -3.926 -0.065  0.054
H: -2.586 -3.292 -1.002  0.090
H: -2.949 -5.030 -1.737  0.112
H: -1.843 -5.238 2.690  0.116
H: -2.984 -3.849 1.993  0.118
H: -0.477 -2.931 1.065  0.100
H: 0.271 -3.977 2.392  0.133
H: 0.473 -1.253 4.194  0.135
H: 2.079 0.424 3.490  0.099
H: 3.055 1.909 1.449  0.069
H: 1.680 2.045 -0.955  0.086
H: -0.750 0.731 -1.217  0.081
H: -1.689 -0.714 0.883  0.097
O: 3.311 3.836 0.356  -0.073
H: 3.410 3.937 -0.600  0.052
H: 2.523 4.357 0.565  0.048
O: -2.174 2.705 1.455  -0.067
H: -1.547 2.110 1.889  0.003
H: -2.583 3.188 2.185  0.042
O: -2.947 -0.673 -1.368  -0.068
H: -2.847 -0.570 -2.326  -0.002
H: -3.734 -0.153 -1.159  0.067
O: 3.268 5.730 2.690  -0.064
H: 3.724 6.530 2.977  0.034
H: 3.983 5.109 2.502  0.019
O: -0.851 -2.325 -2.911  -0.059
H: -0.222 -2.919 -2.476  0.006
H: -1.260 -1.844 -2.178  0.008
O: 2.104 -2.827 1.000  -0.059
H: 2.737 -3.411 1.439  0.048
H: 1.701 -2.331 1.725  -0.005
O: 1.362 -1.655 -4.670  -0.054
H: 0.785 -2.214 -4.126  0.029
H: 1.669 -2.247 -5.372  0.064
O: -3.332 -0.161 -4.248  -0.042
H: -3.698 -0.550 -5.053  0.060
H: -2.842 0.611 -4.562  0.046
O: 5.337 0.018 2.658  -0.066
H: 4.431 0.085 2.326  -0.002
H: 5.863 0.487 1.997  0.040
O: -0.658 -9.596 -1.899  -0.071
H: -0.938 -8.793 -1.440  -0.042
H: 0.298 -9.623 -1.761  0.036
O: -2.174 3.019 -2.694  -0.051
H: -1.257 2.745 -2.836  0.027
H: -2.307 2.907 -1.742  0.035
O: -3.394 -0.448 6.268  -0.072
H: -3.965 -0.993 6.824  0.033
H: -3.093 -1.054 5.576  0.001
O: 0.470 -4.678 -2.581  -0.045
H: -0.106 -5.224 -2.033  -0.006
H: 0.779 -5.277 -3.273  0.066
O: 0.413 1.171 -4.528  -0.062
H: -0.259 0.525 -4.781  0.017
H: 1.247 0.737 -4.746  0.024
O: 5.400 5.210 4.239  -0.068
H: 5.826 5.521 5.050  0.045
H: 5.029 4.352 4.483  0.061
O: 4.059 -2.016 -3.418  -0.068
H: 3.152 -1.948 -3.750  -0.016
H: 4.586 -1.545 -4.076  0.033
O: -0.259 -2.059 -7.217  -0.057
H: 0.166 -1.750 -6.405  -0.012
H: -0.631 -2.917 -6.974  0.041
O: -4.728 4.882 -1.899  -0.075
H: -4.270 5.684 -1.609  0.003
H: -4.012 4.261 -2.089  -0.008
O: 0.067 6.647 2.880  -0.066
H: 0.983 6.372 2.740  -0.003
H: -0.067 6.537 3.830  0.036
O: -2.379 6.189 -0.999  -0.050
H: -1.924 6.990 -0.709  0.053
H: -1.664 5.568 -1.189  0.042
O: 6.026 7.779 4.968  -0.058
H: 5.659 7.390 4.163  0.013
H: 6.515 8.550 4.653  0.049



Entry 2:
A molecular structure, C12H5CoF6N3O5S6. Source: the OMol25 dataset; level of theory: ωB97M-V/def2-TZVPD.

Its spin multiplicity is 2. Its net charge is -2. For the orbital gap (alpha / beta), the calculation gives 7.0 / 6.9 eV. The calculation puts the HOMO energy (alpha / beta) at -2.529 / -2.508 eV.

Each line ends with the Löwdin spin population.
Atoms and positions in Å:
Co: -1.405 0.618 -1.646  1.057
S: -1.653 -1.514 -2.156  -0.033
C: -0.029 -2.082 -2.393  -0.004
C: 0.210 -3.417 -2.722  -0.001
C: 1.495 -3.899 -2.933  0.000
C: 1.686 -5.276 -3.280  0.000
N: 1.817 -6.385 -3.560  0.000
C: 2.587 -3.022 -2.807  0.000
C: 2.358 -1.693 -2.476  0.000
C: 1.069 -1.199 -2.271  -0.002
S: 0.815 0.471 -1.883  -0.021
C: 3.929 -3.478 -3.024  0.000
N: 5.007 -3.838 -3.209  0.000
H: -0.631 -4.092 -2.817  -0.001
H: 3.199 -1.019 -2.376  -0.001
C: -0.706 3.554 -0.685  0.001
O: -1.535 2.631 -1.416  0.000
C: -2.902 2.817 -1.481  0.000
S: -3.588 4.292 -1.257  -0.003
S: -3.593 1.299 -1.826  -0.016
H: 0.274 3.084 -0.653  0.000
H: -1.098 3.686 0.320  0.000
H: -0.674 4.504 -1.213  0.000
F: 0.589 -1.394 1.225  0.000
C: -0.503 -1.320 1.974  0.000
F: -0.218 -1.801 3.191  0.000
F: -1.447 -2.093 1.436  0.000
S: -1.150 0.403 2.082  0.003
O: -1.305 0.817 0.712  0.018
O: -2.327 0.315 2.896  0.001
N: 0.113 1.040 2.787  0.002
S: 0.178 2.502 3.335  0.000
O: 1.537 2.953 3.382  0.000
O: -0.841 3.385 2.835  0.000
C: -0.241 2.313 5.124  0.000
F: -0.142 3.504 5.739  0.000
F: -1.479 1.861 5.309  0.000
F: 0.604 1.473 5.736  0.000



Entry 3:
A molecular structure, C12H5F7NO6S2. Source: the OMol25 dataset; level of theory: ωB97M-V/def2-TZVPD.

Its net charge is -1. For the orbital gap, the calculation gives 7.1 eV. The calculation puts the HOMO energy at -6.807 eV.

Each line ends with the natural charge from an NBO analysis.
Atoms and positions in Å:
O: -1.112 -3.639 -2.204  -0.514
C: -1.302 -2.594 -1.622  0.501
C: -2.684 -2.208 -1.287  -0.177
C: -2.986 -1.097 -0.618  -0.164
C: -4.422 -0.783 -0.283  0.601
F: -4.783 -1.430 0.857  -0.317
F: -4.631 0.526 -0.089  -0.292
C: -5.444 -1.207 -1.374  0.922
F: -5.050 -0.773 -2.567  -0.309
F: -5.619 -2.521 -1.418  -0.309
F: -6.629 -0.651 -1.104  -0.306
C: -1.894 -0.192 -0.154  0.592
O: -2.126 0.746 0.556  -0.495
C: -0.506 -0.504 -0.563  -0.177
C: 0.520 0.384 -0.240  -0.146
C: 1.829 0.084 -0.615  -0.175
C: 2.122 -1.105 -1.287  -0.187
C: 1.104 -1.997 -1.614  -0.183
C: -0.208 -1.682 -1.259  -0.090
H: -3.427 -2.915 -1.618  0.236
H: 0.319 1.295 0.300  0.249
H: 2.642 0.756 -0.372  0.277
H: 3.140 -1.336 -1.560  0.220
H: 1.299 -2.922 -2.130  0.231
N: 4.251 2.221 3.057  -1.220
S: 4.861 2.026 1.612  2.516
O: 6.143 2.612 1.396  -0.931
O: 3.920 2.079 0.531  -0.965
F: 5.180 0.469 1.730  -0.511
S: 3.827 3.697 3.417  2.516
O: 3.584 3.835 4.815  -0.941
O: 2.907 4.309 2.512  -0.942
F: 5.177 4.519 3.196  -0.511



Entry 4:
A molecular structure, C12H6Cl8GeIN3OPtS at a distorted geometry. Source: the OMol25 dataset; level of theory: ωB97M-V/def2-TZVPD.

Its spin multiplicity is 2. Its net charge is +1. For the orbital gap (alpha / beta), the calculation gives 4.2 / 5.0 eV. The calculation puts the HOMO energy (alpha / beta) at -10.405 / -10.859 eV.

Each line ends with the Löwdin spin population.
Atoms and positions in Å:
Pt: -0.232 -0.018 0.356  0.722
Cl: 5.624 -0.399 4.767  -0.032
C: 4.068 -0.188 4.119  -0.070
C: 3.903 -0.001 2.728  0.003
Cl: 5.285 -0.006 1.722  0.009
C: 2.643 0.188 2.205  -0.048
Cl: 2.426 0.339 0.515  0.061
C: 1.464 0.248 3.033  -0.023
O: 0.338 0.564 2.598  -0.161
C: 1.674 -0.046 4.434  -0.058
Cl: 0.303 -0.113 5.433  -0.021
C: 2.943 -0.227 4.957  0.003
Cl: 3.148 -0.524 6.628  0.006
I: -6.378 -1.595 0.894  0.002
C: -4.650 -0.596 0.292  0.001
C: -4.570 0.603 -0.386  0.000
N: -3.265 0.866 -0.553  0.007
N: -2.504 -0.096 -0.025  0.077
C: -3.323 -0.994 0.493  0.002
H: -5.347 1.246 -0.744  0.001
H: -2.855 1.657 -1.026  0.000
H: -2.959 -1.881 0.969  0.000
S: 0.010 4.583 0.368  0.001
C: 0.348 4.036 -1.222  0.001
C: 0.137 2.698 -1.322  -0.001
N: -0.285 2.119 -0.169  0.020
C: -0.394 2.983 0.803  0.003
H: 0.674 4.712 -1.984  0.000
H: 0.271 2.094 -2.202  -0.001
H: -0.705 2.714 1.796  0.000
Cl: -0.069 -2.324 1.185  0.045
Ge: 0.334 -2.233 -1.136  0.241
Cl: -1.196 -3.610 -1.788  0.098
Cl: 2.191 -3.342 -1.160  0.110



Entry 5:
A molecular structure, C12H6CuN4SSe4 at a distorted geometry. Source: the OMol25 dataset; level of theory: ωB97M-V/def2-TZVPD.

Its net charge is -1. For the orbital gap, the calculation gives 3.7 eV. The calculation puts the HOMO energy at -2.388 eV.

Each line ends with the natural charge from an NBO analysis.
Atoms and positions in Å:
Cu: 1.977 -0.037 -1.514  0.752
S: -3.883 0.049 2.990  0.878
N: -3.736 -0.545 1.496  -0.601
C: -2.529 -0.217 1.079  0.128
C: -1.956 -0.556 -0.219  -0.105
C: -2.619 -1.318 -1.178  -0.135
C: -1.978 -1.590 -2.365  -0.248
C: -0.691 -1.095 -2.565  0.084
N: -0.051 -0.372 -1.658  -0.467
C: -0.670 -0.105 -0.498  0.168
C: 0.106 0.670 0.497  0.257
N: 1.348 1.026 0.136  -0.487
C: 2.095 1.689 1.007  0.082
C: 1.645 2.030 2.282  -0.249
C: 0.372 1.670 2.657  -0.137
C: -0.423 0.976 1.747  -0.120
C: -1.780 0.530 2.038  0.136
N: -2.438 0.751 3.159  -0.603
H: -3.616 -1.685 -0.970  0.227
H: -2.451 -2.186 -3.134  0.221
H: -0.140 -1.292 -3.477  0.224
H: 3.094 1.939 0.670  0.224
H: 2.300 2.562 2.959  0.221
H: -0.023 1.905 3.638  0.227
Se: 2.799 -2.143 -0.514  -0.690
Se: 4.743 -2.575 -1.693  -0.153
Se: 5.105 -0.828 -3.336  -0.163
Se: 3.402 0.747 -3.236  -0.671